Record 1
The following is a DFT calculation (wB97M-V/def2-TZVPD) of a molecular structure, N4S4 in a non-equilibrium geometry.

For the energy relative to the best compared isomer or geometry (same formula, charge and spin), the calculation gives 3.9 kJ/mol. The orbital gap (alpha / beta) is 6.2 / 6.2 eV. The calculation puts the HOMO energy (alpha / beta) at -8.4 / -8.4 eV. For the largest force on an atom, the calculation gives 2.21 eV/Å.

```
8
Properties=species:S:1:pos:R:3:nbo_charge:R:1
S -1.508 -0.230 -0.371 1.063
S 0.845 1.132 -0.330 1.414
S 0.135 -0.462 1.926 1.240
S 0.293 -1.352 -1.588 0.274
N -1.154 -0.850 1.093 -0.982
N 1.116 0.005 -1.468 -0.937
N -0.785 1.157 -0.507 -1.065
N 1.058 0.600 1.246 -1.007
```


Record 2
The following is a DFT calculation (wB97M-V/def2-TZVPD) of 2 unconnected molecules or ions with the total composition H4N2O2P in a non-equilibrium geometry.

For the energy relative to the best compared isomer or geometry (same formula, charge and spin), the calculation gives 543.1 kJ/mol. The orbital gap (alpha / beta) is 5.7 / 6.8 eV. The calculation puts the HOMO energy (alpha / beta) at -1.1 / -2.2 eV. For the largest force on an atom, the calculation gives 4.13 eV/Å. The net charge is -1.

```
9
Properties=species:S:1:pos:R:3:nbo_charge:R:1
P -0.049 -0.133 -1.155 0.970
O 0.641 -1.480 -1.353 -1.182
O 2.082 0.943 0.129 -0.987
N -1.147 -0.584 0.118 -0.675
N -1.857 0.344 0.833 -0.764
H 1.199 1.297 0.377 0.495
H 2.258 0.004 0.233 0.497
H -2.011 1.130 0.301 0.275
H -1.117 -1.521 0.516 0.372
```